Entry 1:
Entry from the Open Molecules 2025 dataset: C4H6N2 as an isolated structure in a non-equilibrium geometry (ωB97M-V/def2-TZVPD).

```
12
C4H6N2 (ωB97M-V/def2-TZVPD)
C -1.6830 -0.3597 0.3082
C -0.2723 0.0749 0.0995
C 0.8794 -0.5440 -0.6632
N 2.1699 -0.4169 -0.0835
N 1.5759 0.7844 -0.6707
C 0.4089 1.2183 0.1386
H -2.2492 -0.2287 -0.6248
H -1.7647 -1.4134 0.5904
H -2.1759 0.2456 1.0737
H 0.7476 -1.1822 -1.5328
H 2.1595 -0.3856 0.9315
H 0.2171 2.2388 0.4424
```

Output
E_HOMO	-8.94	eV
E_LUMO	0.97	eV
total charge	0
HOMO-LUMO gap	0.3640	hartree
DFT total energy	-265.3789	Ha
strongest force on any atom	1.014	eV/A
ΔE to the lowest compared entry with this formula, charge and spin	4.262	eV

***

Entry 2:
Entry from the Open Molecules 2025 dataset: one molecule with the formula C5H9FS in a non-equilibrium geometry (ωB97M-V/def2-TZVPD).

```
16
C5H9FS (ωB97M-V/def2-TZVPD)
C -0.2933 1.9914 -0.3144
C 0.7645 0.9132 -0.2457
C 0.5442 -0.3850 -0.4546
C 1.7762 -1.3375 -0.2214
F 2.8939 -0.5916 0.1422
S -0.9137 -1.2208 -0.7845
C -1.9237 -0.9098 0.6399
H -1.2281 1.7492 0.3008
H 0.0406 3.0041 -0.0060
H -0.5700 2.2028 -1.3480
H 1.7972 1.1669 -0.0829
H 1.6356 -2.0069 0.6475
H 2.0170 -2.0015 -1.0987
H -1.4032 -1.0759 1.5796
H -2.7762 -1.6214 0.5623
H -2.3608 0.1226 0.6837
```

Output
E_HOMO	-8.68	eV
E_LUMO	0.80	eV
total charge	0
HOMO-LUMO gap	0.3486	hartree
DFT total energy	-693.9203	Ha
strongest force on any atom	2.910	eV/A
structure (SMILES)	C/C=C(/CF)SC
ΔE to the lowest compared entry with this formula, charge and spin	1.305	eV

***

Entry 3:
Entry from the Open Molecules 2025 dataset: C26H12Cl5F12NO2Ti as an isolated structure in a non-equilibrium geometry (ωB97M-V/def2-TZVPD).

```
59
C26H12Cl5F12NO2Ti (ωB97M-V/def2-TZVPD)
Ti 0.0527 -0.5059 0.9042
C 4.5017 5.1992 1.2345
C 3.3313 4.2822 1.0063
C 2.0221 4.6748 1.2585
C 0.9735 3.8047 1.0609
C 1.1370 2.4791 0.5887
N 0.0346 1.6723 0.4078
C -1.1421 2.3057 0.0432
C -1.1186 3.2714 -0.9837
C -2.2382 3.9688 -1.3825
C -3.4684 3.7341 -0.7791
C -4.7124 4.4682 -1.2009
C -3.5163 2.7550 0.2034
C -2.4091 2.0151 0.6137
C -2.5291 0.8653 1.6399
O -1.9510 -0.2707 1.2122
C -1.9070 1.3352 3.0170
F -0.5816 1.1364 3.0534
F -2.4056 0.6704 4.0816
F -2.1170 2.6451 3.2678
C -4.0160 0.5016 1.9434
F -4.1242 -0.6111 2.6767
F -4.6930 1.4695 2.6218
F -4.7117 0.2662 0.8143
C 2.4841 2.0595 0.3864
C 3.5162 2.9744 0.5810
C 2.7862 0.6010 -0.0159
O 2.0802 -0.2949 0.6895
C 2.5544 0.4644 -1.5638
F 1.2549 0.4485 -1.8766
F 3.1127 1.4835 -2.2604
F 3.0817 -0.6685 -2.0788
C 4.2846 0.2066 0.2280
F 4.4790 -1.1079 0.0709
F 5.1871 0.8093 -0.5974
F 4.6646 0.4979 1.4868
H 4.2290 6.2442 1.0668
H 5.3263 4.9612 0.5589
H 4.8922 5.1271 2.2552
H 1.8124 5.6768 1.6244
H -0.0314 4.1417 1.2794
H -0.1649 3.4707 -1.4565
H -2.1537 4.7054 -2.1769
H -4.4638 5.4068 -1.7014
H -5.3476 4.7081 -0.3450
H -5.3208 3.8807 -1.8960
H -4.4764 2.5746 0.6645
H 4.5324 2.6629 0.3864
Cl 0.7031 -2.2326 4.0046
C 0.2896 -3.2471 2.6286
C 0.0660 -2.6209 1.4030
C -0.2320 -3.5242 0.3869
Cl -0.4955 -2.8268 -1.2213
C -0.3246 -4.8991 0.5246
Cl -0.7009 -5.9281 -0.8259
C -0.1032 -5.4629 1.7792
Cl -0.2137 -7.1779 2.0077
C 0.2121 -4.6188 2.8418
Cl 0.4978 -5.3147 4.4113
```

Output
E_HOMO (spin up / spin down)	0.08 / -1.57	eV
E_LUMO (spin up / spin down)	4.15 / 4.14	eV
total charge	-2
HOMO-LUMO gap (spin up / spin down)	0.1496 / 0.2101	hartree
DFT total energy	-5552.2547	Ha
spin multiplicity	3
strongest force on any atom	1.038	eV/A
⟨S²⟩	2.007
ΔE to the lowest compared entry with this formula, charge and spin	0.851	eV

***

Entry 4:
Entry from the Open Molecules 2025 dataset: CH6BNOS as an isolated structure in a non-equilibrium geometry (ωB97M-V/def2-TZVPD).

```
11
CH6BNOS (ωB97M-V/def2-TZVPD)
B -0.1684 0.2497 0.0167
C 1.4936 -0.0345 0.0157
N -2.6462 -0.9084 0.1350
O -0.8448 -0.8359 0.0265
S -3.1825 0.5859 -0.0584
H -0.6665 1.3472 0.1302
H 2.0432 0.7956 0.4495
H 1.8063 -0.1982 -0.9691
H 1.5727 -0.8818 0.6025
H -2.8055 -1.4289 -0.8072
H -3.0583 1.0510 1.2811
```

Output
E_HOMO	-9.27	eV
E_LUMO	-0.08	eV
total charge	0
HOMO-LUMO gap	0.3375	hartree
DFT total energy	-594.6432	Ha
strongest force on any atom	3.699	eV/A
ΔE to the lowest compared entry with this formula, charge and spin	4.319	eV

***

Entry 5:
Entry from the Open Molecules 2025 dataset: one molecule with the formula CH11N7 (ωB97M-V/def2-TZVPD).

```
19
CH11N7 (ωB97M-V/def2-TZVPD)
C 0.2542 1.0080 0.0417
N 0.1940 -1.5378 -0.0889
N -1.0635 1.2346 -0.5263
N -0.1436 -0.3130 0.6788
N 1.6117 -1.6315 -0.1272
N -0.3773 -1.4611 -1.3930
N -1.5004 2.5785 -0.5869
N 0.2017 -0.4308 2.0407
H -1.2644 0.1066 0.3848
H -1.2060 -2.0459 -1.3737
H 1.8360 -2.6196 -0.1329
H 1.9573 -1.2308 -0.9985
H -0.6993 -0.4889 -1.5723
H -1.3646 3.0580 0.3067
H -0.9877 3.0982 -1.2982
H 1.1971 -0.6483 2.0765
H -0.3015 -1.2353 2.4040
H 1.0811 0.8592 -0.6697
H 0.5753 1.7000 0.8342
```

Output
E_HOMO	-7.58	eV
E_LUMO	1.03	eV
total charge	0
HOMO-LUMO gap	0.3167	hartree
DFT total energy	-427.7493	Ha
strongest force on any atom	0.922	eV/A
ΔE to the lowest compared entry with this formula, charge and spin	2.478	eV

***

Entry 6:
Entry from the Open Molecules 2025 dataset: C31H32O12PRb as an isolated structure in a non-equilibrium geometry (ωB97M-V/def2-TZVPD).

```
77
C31H32O12PRb (ωB97M-V/def2-TZVPD)
Rb 0.8701 1.7354 1.0345
O 2.2703 1.7590 4.9426
C 1.2512 1.8988 4.0919
O 0.6816 0.9631 3.5984
C 0.8797 3.3420 3.9049
O -0.2996 3.4293 3.1730
C -0.7142 4.7595 2.9490
C -1.6848 4.8203 1.6768
O -2.5341 5.7163 1.7152
O -1.4361 3.9957 0.7974
H 2.6626 0.8816 4.8196
H 1.7274 3.8126 3.3827
H 0.7914 3.8137 4.8988
H 0.1486 5.4004 2.7141
H -1.2165 5.1759 3.8396
O 1.0082 -3.0732 2.1093
C 1.0727 -1.8122 1.6286
O 0.0996 -1.1225 1.5481
C 2.4787 -1.4210 1.2552
O 2.8575 -0.3406 2.0627
C 4.1197 0.1919 1.7249
C 4.3028 1.5260 2.5748
O 5.2392 1.5317 3.3789
O 3.4755 2.4085 2.3231
H 0.0855 -3.2825 2.3268
H 2.4700 -1.1332 0.1917
H 3.1516 -2.2827 1.3867
H 4.1654 0.4583 0.6601
H 4.9108 -0.5413 1.9549
O 2.3767 1.5268 -1.5936
C 2.0672 0.3521 -1.6768
C 2.5818 -0.6585 -2.6305
C 3.7928 -0.9141 -3.2665
C 3.9189 -2.0850 -3.9957
C 2.8652 -2.9911 -4.0907
C 1.6713 -2.7671 -3.4208
C 1.5566 -1.6262 -2.6521
P 0.3309 -0.9237 -1.4906
C -0.4401 0.4470 -2.4346
C -1.1485 1.4298 -1.7527
C -1.7468 2.4712 -2.4346
C -1.6560 2.5366 -3.8169
C -0.9380 1.5701 -4.5055
C -0.3297 0.5337 -3.8205
C -1.0142 -2.1987 -1.9934
C -0.8001 -3.4681 -1.4551
C -1.7532 -4.4616 -1.5349
C -2.9768 -4.1935 -2.1322
C -3.2188 -2.9318 -2.6492
C -2.2520 -1.9461 -2.5789
H 4.6078 -0.2037 -3.2137
H 4.8457 -2.2972 -4.5167
H 2.9915 -3.8983 -4.6715
H 0.8681 -3.4909 -3.4687
H -1.2718 1.3668 -0.6798
H -2.2895 3.2118 -1.8684
H -2.1523 3.3340 -4.3574
H -0.8496 1.6238 -5.5860
H 0.2248 -0.2230 -4.3614
H 0.1633 -3.6602 -0.9880
H -1.5487 -5.4434 -1.1242
H -3.7387 -4.9612 -2.1809
H -4.1759 -2.7180 -3.1115
H -2.4481 -0.9748 -3.0119
C -2.8904 -0.3668 3.0738
C -3.5497 -1.3438 2.0971
C -3.2929 -0.6372 0.7637
O -3.5153 0.7207 1.0465
C -2.9397 0.9798 2.3175
H -1.8519 -0.6402 3.2476
H -3.4099 -0.3225 4.0314
H -4.6274 -1.4039 2.2761
H -3.1259 -2.3462 2.1283
H -3.9785 -0.9290 -0.0345
H -2.2577 -0.8158 0.4341
H -3.5729 1.7223 2.8070
H -1.9353 1.4019 2.2102
```

Output
E_HOMO	-1.23	eV
E_LUMO	3.82	eV
total charge	-2
HOMO-LUMO gap	0.1857	hartree
DFT total energy	-2468.8757	Ha
strongest force on any atom	1.529	eV/A
ΔE to the lowest compared entry with this formula, charge and spin	0.257	eV

***

Q: Which value of total charge does entry 1 give?
A: 0